No. 1
This record from the OMol25 dataset describes a 6-piece molecular cluster, C18H42N6O6 overall. The level of theory is wB97M-V/def2-TZVPD.

Geometry as XYZ:
```
72
Properties=species:S:1:pos:R:3:forces:R:3:mulliken_charge:R:1
C 2.225149 -0.014826 3.984118 0.3 1.4 -0.3 0.288
O 1.754587 -0.920817 4.621842 -0.2 -1.0 0.0 -0.651
N 2.104284 1.293815 4.310488 1.2 1.3 -1.2 0.178
C 1.478230 1.665498 5.534435 -0.2 -0.1 1.1 -0.991
C 2.979936 2.307596 3.626516 -0.4 -2.3 -0.7 -0.863
H 2.798061 -0.069196 3.048240 0.1 -0.7 -0.2 0.222
H 0.594916 2.274080 5.378556 0.1 0.6 -0.1 0.308
H 2.180672 2.136217 6.268764 -0.6 -0.3 -0.6 0.288
H 1.072834 0.744828 5.938851 0.2 -0.1 0.4 0.333
H 2.544463 3.263721 3.611032 -0.8 1.2 0.3 0.393
H 3.932284 2.348593 4.116323 0.6 0.1 0.3 0.377
H 3.145213 2.055792 2.549475 -0.2 -0.2 0.9 0.140
C 2.653343 1.988682 -2.667362 -1.5 2.7 0.4 0.204
O 2.762780 3.098605 -2.122271 0.2 -1.3 -0.4 -0.641
N 3.122708 0.839607 -2.203705 0.5 -0.7 -1.2 0.240
C 3.144018 -0.326444 -3.040919 -1.5 -0.1 -0.9 -0.665
C 3.891252 0.827310 -1.022274 -1.3 0.8 2.2 -0.991
H 1.949505 1.930045 -3.523840 0.6 -0.5 -0.1 0.271
H 2.294091 -0.231888 -3.748768 0.4 -0.2 0.3 0.141
H 2.974541 -1.187811 -2.428199 -0.2 -0.6 0.3 0.210
H 4.028611 -0.500026 -3.647361 0.5 0.4 0.1 0.322
H 3.840744 1.864171 -0.672279 0.6 -0.2 0.1 0.366
H 3.376080 0.231429 -0.233123 0.5 0.0 -0.6 0.123
H 4.883789 0.491014 -1.172039 1.1 -0.3 -0.1 0.394
C 2.595597 -2.714520 0.778308 1.9 -0.4 -0.6 -0.105
O 2.167590 -1.852359 0.004573 -0.1 -1.1 0.9 -0.359
N 2.069652 -3.201528 1.911065 -2.4 1.1 -0.6 0.343
C 2.832806 -3.879599 2.911162 1.7 -0.3 -0.1 -0.928
C 0.580458 -3.002809 2.099888 1.4 -0.6 0.1 -0.648
H 3.591664 -3.270714 0.583533 -0.9 1.1 0.1 0.261
H 2.592336 -4.951510 2.923699 -0.1 0.2 0.4 0.306
H 2.696209 -3.384638 3.895481 0.0 -0.4 -0.5 0.272
H 3.943162 -3.821151 2.641374 -1.5 0.0 0.4 0.336
H 0.267722 -2.440519 1.225547 -0.4 -0.1 0.1 0.042
H 0.114570 -4.022252 2.127971 0.2 1.0 0.1 0.339
H 0.406780 -2.408932 3.001759 -0.1 -0.3 -0.1 0.216
C -3.324844 -1.364988 -4.684943 -1.8 -0.1 -0.1 0.107
O -4.306051 -1.670873 -3.991223 1.3 0.1 -0.5 -0.586
N -2.862856 -0.088836 -4.779701 -0.8 -2.1 -0.3 0.150
C -1.598906 0.134575 -5.382727 1.7 0.8 1.8 -1.012
C -3.456896 0.882324 -3.876067 0.1 -1.1 -0.7 -0.625
H -2.901524 -2.116529 -5.413760 0.2 0.7 0.7 0.267
H -1.242494 -0.651367 -5.972678 -0.2 -1.6 -1.1 0.400
H -0.775599 0.210480 -4.621465 -0.8 0.4 -0.3 0.246
H -1.582272 0.992491 -6.003921 -0.1 1.1 -0.5 0.347
H -4.533493 0.701595 -3.825867 0.3 0.0 0.3 0.287
H -2.903726 0.746457 -2.973601 -0.2 0.4 1.1 0.060
H -3.266610 1.819803 -4.316498 0.2 1.4 -0.2 0.373
C -0.482251 0.211758 -1.014376 -0.2 -0.4 0.4 -1.040
O -1.011041 0.225456 -2.115169 0.1 0.3 -0.3 -0.520
N -0.639044 1.146503 -0.071068 0.1 0.4 -0.1 0.831
C 0.018489 1.033855 1.204940 1.8 0.0 -1.1 -1.261
C -1.214280 2.434792 -0.389714 -0.3 0.0 -0.6 -1.106
H 0.148199 -0.601173 -0.661942 0.2 -0.4 -0.1 0.997
H 0.888099 1.707876 1.162716 0.3 -0.3 0.2 0.724
H 0.345108 0.007659 1.383336 -0.1 0.2 0.0 -0.042
H -0.540216 1.405018 2.015350 -1.3 0.1 0.9 0.418
H -0.931226 2.818121 -1.389645 0.4 -0.3 0.6 0.257
H -2.286326 2.292942 -0.489159 -0.4 0.4 0.4 0.239
H -0.920427 3.132548 0.404555 -0.4 0.0 -0.4 0.401
C -3.045660 -1.246058 0.345648 -0.5 0.7 -0.9 0.044
O -2.104656 -1.335300 1.107771 -0.1 -0.2 0.2 -0.572
N -4.044009 -0.304602 0.430920 0.7 -2.1 -1.4 0.292
C -5.114418 -0.305274 -0.542067 -1.5 0.8 0.8 -0.895
C -4.104913 0.613827 1.484660 -0.3 0.2 1.9 -0.902
H -3.155477 -1.850590 -0.594280 0.1 0.1 0.7 0.288
H -6.133177 -0.555958 -0.126271 1.1 -0.1 -0.1 0.317
H -4.948965 -0.863196 -1.434272 0.5 -0.9 -0.4 0.253
H -5.235171 0.704876 -0.899128 0.0 0.6 -0.2 0.343
H -3.141492 0.789355 1.926532 0.7 0.1 -0.2 0.139
H -4.506305 1.548132 1.136266 -0.3 0.4 0.0 0.381
H -4.676204 0.234839 2.355988 -0.3 0.2 -0.5 0.327
```
Forces are in eV/Å.

Calculated values
Net charge: 0
Relative energy (zero: lowest compared OMol25 entry of this formula, charge and spin), eV: 3.635
SMILES: CN(C)C=O.CN(C)C=O.CN(C)C=O.CN(C)C=O.CN(C)C=O.CN(C)C=O

=====

No. 2
This record from the OMol25 dataset describes a 6-piece molecular cluster, C18H42N6O6 overall. The level of theory is wB97M-V/def2-TZVPD.

Geometry as XYZ:
```
72
Properties=species:S:1:pos:R:3:forces:R:3:mulliken_charge:R:1
C 4.262831 -20.141436 10.151462 0.1 0.3 0.3 0.045
O 4.845446 -19.110357 10.422273 0.1 0.1 -0.1 -0.574
N 4.857918 -21.243000 9.644931 -0.5 -0.1 -0.1 0.178
C 4.072976 -22.375017 9.191835 -0.2 -0.3 0.3 -1.066
C 6.217761 -21.136828 9.199320 1.0 0.4 -0.2 -0.723
H 3.180428 -20.235929 10.326999 -0.1 -0.3 0.0 0.323
H 3.642480 -22.202898 8.200580 0.1 -0.1 -0.1 0.318
H 3.255534 -22.600550 9.880178 0.0 0.3 0.0 0.409
H 4.684774 -23.274971 9.186590 0.1 0.1 -0.2 0.356
H 6.956764 -21.295855 9.991119 -0.2 -0.1 0.1 0.293
H 6.437914 -21.845067 8.402389 -0.3 -0.1 0.0 0.050
H 6.424810 -20.131628 8.823228 -0.2 0.0 0.0 0.365
C 8.631590 -25.972932 7.378970 -0.4 0.2 -0.1 0.114
O 9.317645 -26.936417 7.628522 0.3 -0.3 0.1 -0.590
N 9.100617 -24.722821 7.132950 -1.1 0.2 0.0 0.291
C 8.221824 -23.624298 6.739679 0.5 -0.2 1.8 0.113
C 10.464486 -24.401268 7.288040 1.9 -0.3 0.2 -0.875
H 7.529851 -26.021408 7.337233 0.0 0.0 -0.1 0.302
H 8.533506 -23.286110 5.754224 -0.7 0.2 -0.1 -0.207
H 8.352665 -22.823189 7.485303 0.4 0.2 -0.4 0.247
H 7.181641 -23.878233 6.954631 -0.1 -0.4 -1.0 -0.170
H 10.661472 -23.563936 7.962316 -0.4 0.3 -0.2 0.330
H 11.023050 -25.219005 7.748153 -0.4 -0.2 -0.1 0.314
H 10.971618 -24.230152 6.328269 -0.1 0.3 0.0 0.091
C 14.363806 -24.226889 8.693318 0.0 -0.2 -0.9 0.147
O 13.811529 -24.307560 9.762466 0.2 0.0 0.4 -0.556
N 14.280356 -25.147653 7.690931 0.1 -1.1 -0.2 0.144
C 14.554343 -24.826121 6.317741 0.9 0.6 -0.5 -0.928
C 13.729473 -26.487409 7.904154 -1.3 1.2 0.5 -1.013
H 15.026040 -23.401293 8.372762 -0.3 0.3 0.2 0.345
H 14.821260 -23.769426 6.229863 -0.1 0.0 0.0 0.355
H 13.715477 -25.010752 5.639094 -0.3 0.0 0.4 0.224
H 15.397011 -25.376765 5.879047 0.0 -0.2 0.3 0.340
H 12.868693 -26.563906 7.232736 0.2 -0.5 -0.1 0.351
H 14.424559 -27.313325 7.785788 0.3 0.2 -0.2 0.298
H 13.300888 -26.490265 8.907026 0.2 -0.2 0.0 0.325
C 12.692272 -23.132343 3.050487 0.1 -0.3 -0.3 0.139
O 13.684393 -22.440811 3.059637 0.2 0.2 0.3 -0.593
N 11.424908 -22.718228 3.277165 -0.3 -0.4 0.2 0.120
C 10.331025 -23.658376 3.189961 -0.4 -0.3 0.0 -0.641
C 11.176084 -21.421962 3.868202 0.8 0.1 -0.1 -0.853
H 12.743039 -24.211465 2.816520 -0.1 0.0 -0.1 0.338
H 9.696708 -23.481446 2.315052 0.0 0.2 0.1 0.344
H 9.706503 -23.627913 4.087253 0.1 0.1 -0.1 -0.050
H 10.674325 -24.689159 3.091461 0.3 0.1 0.1 0.355
H 12.069063 -20.826331 3.668489 -0.2 0.1 0.1 0.339
H 10.311739 -20.930923 3.429461 -0.1 -0.1 0.0 0.216
H 11.078812 -21.515492 4.953483 -0.3 0.1 0.0 0.305
C 4.380675 -24.667660 6.344480 -0.6 -0.3 0.0 0.819
O 5.029568 -24.790765 7.370867 0.5 0.1 -0.2 -0.704
N 3.173336 -25.229659 6.152585 -0.3 0.2 -0.7 0.114
C 2.396283 -24.936422 4.952713 0.0 -0.4 0.3 -0.815
C 2.617145 -26.180975 7.067338 0.1 -0.4 0.8 -1.043
H 4.662779 -24.114931 5.437730 0.5 0.3 0.2 -0.169
H 1.457663 -24.457040 5.242218 0.1 0.1 -0.1 0.319
H 2.142533 -25.863217 4.431223 0.1 0.0 0.0 0.329
H 2.968414 -24.303904 4.279003 0.0 0.1 0.0 0.194
H 2.725655 -27.208249 6.702243 -0.2 0.1 -0.2 0.327
H 3.158799 -26.146353 8.012349 0.0 0.2 -0.1 0.298
H 1.565693 -25.974462 7.270918 0.0 0.0 -0.1 0.356
C 5.859770 -22.714349 2.662445 -0.3 0.7 0.3 0.034
O 5.576039 -23.691430 3.327684 0.0 -0.4 -0.3 -0.540
N 6.081032 -21.496234 3.208266 0.4 -0.2 -0.3 0.234
C 6.441679 -20.341031 2.430600 0.2 0.6 0.3 -0.844
C 5.973757 -21.359619 4.635098 0.1 0.2 0.7 -0.551
H 5.887850 -22.677537 1.561441 0.2 -0.3 0.0 0.282
H 5.776584 -19.506895 2.674173 -0.1 -0.1 -0.2 0.340
H 6.409502 -20.532534 1.362093 -0.1 -0.2 0.0 0.291
H 7.449867 -19.998807 2.690005 0.0 -0.1 -0.1 0.257
H 4.959887 -21.046332 4.900801 0.0 -0.3 0.2 0.333
H 6.264631 -22.297822 5.101162 -0.5 -0.1 0.0 -0.235
H 6.651829 -20.623886 5.076235 0.1 0.2 -0.6 0.392
```
Forces are in eV/Å.

Calculated values
Net charge: 0
Relative energy (zero: lowest compared OMol25 entry of this formula, charge and spin), eV: 3.238
SMILES: CN(C)C=O.CN(C)C=O.CN(C)C=O.CN(C)C=O.CN(C)C=O.CN(C)C=O

=====

We obtain max |F| values of 3.10 1.98 eV Å⁻¹ for the records listed above, in that order.
We obtain DFT total energy values of -1490.9950 -1491.0095 Ha for the records listed above, in that order.